# C15H18O

A cluster of 2 separate species, C15H18O in total in a non-equilibrium geometry (ωB97M-V/def2-TZVPD, the Open Molecules 2025 dataset).

Calculated values
* DFT total energy: -17892.1427 eV
* ΔE to the lowest compared entry with this formula, charge and spin: 2.529 eV
* HOMO-LUMO gap: 9.33 eV
* LUMO energy: 0.858 eV
* SMILES string: Cc1ccc(O)cc1.CCc1ccccc1

ORCA input file:
```
! wB97M-V def2-TZVPD RIJCOSX def2/J DEFGRID3
* xyz 0 1
C -0.447 -3.914 1.603
C -0.955 -2.548 1.907
C -0.898 -2.111 3.223
C -1.321 -0.730 3.493
C -1.530 0.097 2.425
O -1.670 1.478 2.611
C -1.579 -0.295 1.093
C -1.412 -1.645 0.924
H -0.779 -4.831 2.140
H 0.622 -4.068 1.856
H -0.482 -4.031 0.505
H -0.780 -2.710 4.108
H -1.324 -0.303 4.542
H -1.775 1.644 3.542
H -1.959 0.349 0.335
H -1.650 -2.012 -0.089
C 0.190 -0.687 -3.199
C -0.265 0.342 -2.090
C 0.629 1.377 -1.772
C 1.995 1.300 -2.194
C 2.860 2.357 -1.961
C 2.500 3.410 -1.052
C 1.164 3.344 -0.618
C 0.244 2.482 -1.091
H 1.199 -1.159 -3.029
H 0.177 -0.180 -4.170
H -0.512 -1.565 -3.437
H -1.393 0.832 -2.164
H -0.355 -0.302 -1.151
H 2.377 0.493 -2.799
H 3.794 2.509 -2.292
H 3.101 4.252 -0.636
H 0.991 4.079 0.155
H -0.759 2.745 -0.721
*
```



# C23H30N2O2

An isolated molecule of C23H30N2O2 (ωB97M-V/def2-TZVPD, the Open Molecules 2025 dataset).

Calculated values
* DFT total energy: -31413.9525 eV
* ΔE to the lowest compared entry with this formula, charge and spin: 1.119 eV
* HOMO-LUMO gap: 9.17 eV
* LUMO energy: 0.787 eV
* SMILES string: CCCN1CCC(Oc2cccc(C(=O)NCCc3ccccc3)c2)CC1

ORCA input file:
```
! wB97M-V def2-TZVPD RIJCOSX def2/J DEFGRID3
* xyz 0 1
C 2.523 -3.867 3.621
C 1.879 -4.947 2.759
C 0.339 -4.863 2.700
N -0.255 -4.064 1.649
C 0.004 -2.643 1.713
C -0.997 -1.903 0.828
C -0.862 -2.393 -0.615
O -1.850 -1.823 -1.461
C -1.698 -0.561 -1.929
C -2.724 -0.098 -2.758
C -2.663 1.163 -3.314
C -1.592 2.001 -3.047
C -0.573 1.556 -2.215
C 0.621 2.379 -1.864
O 1.703 1.884 -1.616
N 0.410 3.723 -1.856
C 1.375 4.621 -1.271
C 1.006 4.968 0.183
C 0.859 3.702 0.978
C -0.382 3.093 1.113
C -0.509 1.887 1.779
C 0.609 1.272 2.315
C 1.851 1.870 2.183
C 1.974 3.075 1.519
C -0.623 0.280 -1.666
C -1.058 -3.907 -0.638
C -0.059 -4.570 0.307
H 3.598 -4.026 3.679
H 2.350 -2.875 3.215
H 2.119 -3.899 4.631
H 2.151 -5.922 3.169
H 2.282 -4.898 1.746
H -0.063 -5.873 2.576
H -0.034 -4.474 3.652
H -0.115 -2.319 2.750
H 1.025 -2.386 1.379
H -2.011 -2.114 1.170
H -0.824 -0.828 0.886
H 0.140 -2.155 -1.001
H -3.554 -0.757 -2.960
H -3.457 1.497 -3.965
H -1.543 2.974 -3.514
H -0.539 4.055 -1.916
H 2.335 4.101 -1.296
H 1.436 5.532 -1.875
H 0.069 5.531 0.194
H 1.793 5.597 0.602
H -1.262 3.567 0.698
H -1.483 1.430 1.877
H 0.513 0.329 2.835
H 2.727 1.391 2.596
H 2.946 3.534 1.411
H 0.204 -0.015 -1.040
H -0.927 -4.283 -1.653
H -2.074 -4.131 -0.314
H -0.223 -5.650 0.316
H 0.963 -4.380 -0.069
*
```



# C31H47AsFeN6O3

A structure of composition C31H47AsFeN6O3 in a non-equilibrium geometry (ωB97M-V/def2-TZVPD, the Open Molecules 2025 dataset).

Calculated values
* DFT total energy: -143197.6727 eV
* expectation value of S²: 8.7669
* HOMO-LUMO gap (alpha / beta): 7.55 / 6.43 eV
* LUMO energy (alpha / beta): -8.262 / -9.305 eV

ORCA input file:
```
! wB97M-V def2-TZVPD RIJCOSX def2/J DEFGRID3
* xyz 3 6
Fe -1.205 0.347 0.059
C -0.155 -6.205 -2.753
C -0.348 -4.731 -2.512
C -0.127 -3.785 -3.487
C -0.225 -2.391 -3.253
C 0.048 -1.594 -4.409
N 0.618 -0.431 -4.507
C 1.437 0.227 -3.483
C 2.719 -0.577 -3.248
C 3.583 0.041 -2.160
N 2.915 -0.138 -0.871
C 3.426 -0.683 0.184
C 2.701 -0.914 1.388
C 3.403 -1.500 2.460
C 2.806 -1.796 3.667
C 3.568 -2.388 4.822
C 1.452 -1.479 3.771
C 0.721 -0.874 2.748
C -0.654 -0.513 3.033
N -1.427 0.165 2.279
C -2.773 0.471 2.777
C -3.778 0.076 1.720
C -3.550 -1.350 1.268
N -2.392 -1.403 0.348
C -1.961 -2.569 0.039
C -1.088 -2.897 -1.062
C -0.863 -4.249 -1.310
C -0.686 -1.899 -1.991
O -0.863 -0.643 -1.742
C 1.327 -0.586 1.514
O 0.666 -0.038 0.515
H 0.567 -6.386 -3.547
H -1.094 -6.677 -3.046
H 0.196 -6.707 -1.852
H 0.175 -4.117 -4.476
H -0.231 -2.028 -5.367
H 0.674 -0.040 -5.440
H 0.825 0.318 -2.587
H 1.680 1.224 -3.848
H 3.293 -0.634 -4.174
H 2.466 -1.598 -2.955
H 3.741 1.108 -2.333
H 4.559 -0.439 -2.123
H 1.926 0.111 -0.770
H 4.470 -0.983 0.133
H 4.456 -1.725 2.322
H 4.461 -2.910 4.483
H 2.953 -3.088 5.385
H 3.886 -1.603 5.511
H 0.940 -1.702 4.703
H -1.027 -0.826 4.012
H -2.844 1.542 2.981
H -2.967 -0.058 3.714
H -3.683 0.745 0.848
H -4.792 0.209 2.096
H -4.431 -1.708 0.734
H -3.398 -2.018 2.121
H -2.379 -3.431 0.567
H -1.162 -4.968 -0.552
N -1.383 2.785 -3.319
C -1.906 1.939 -2.410
N -3.018 1.275 -2.728
O -1.327 1.821 -1.293
H -1.923 3.080 -4.117
H -0.678 3.427 -2.994
H -3.505 1.423 -3.596
H -3.377 0.574 -2.104
C -3.073 3.876 0.693
C -1.595 4.214 0.525
As -0.433 2.839 1.258
C 1.356 3.332 0.679
C 1.576 3.272 -0.828
C -0.394 3.362 3.134
C 0.625 2.653 4.020
H -3.695 4.651 0.246
H -3.356 3.804 1.745
H -3.321 2.931 0.205
H -1.339 5.132 1.059
H -1.335 4.346 -0.523
H 2.051 2.678 1.207
H 1.505 4.346 1.058
H 1.325 2.288 -1.229
H 2.617 3.495 -1.063
H 0.960 4.009 -1.346
H -1.407 3.270 3.527
H -0.165 4.429 3.077
H 0.470 1.579 4.050
H 0.545 3.028 5.039
H 1.646 2.838 3.686
*
```



# C42H33LiN10OS2Si

A structure of composition C42H33LiN10OS2Si (ωB97M-V/def2-TZVPD, the Open Molecules 2025 dataset).

Calculated values
* DFT total energy: -90796.9636 eV
* HOMO-LUMO gap: 7.48 eV
* LUMO energy: -0.465 eV

ORCA input file:
```
! wB97M-V def2-TZVPD RIJCOSX def2/J DEFGRID3
* xyz 0 1
Li 0.371 -0.615 -0.135
C 2.526 -4.939 0.315
C 2.103 -4.385 -0.884
N 0.881 -3.878 -1.028
C 0.078 -3.942 0.030
C 0.496 -4.523 1.222
N 1.722 -5.012 1.374
C -1.302 -3.394 -0.137
C -2.395 -4.229 0.032
C -3.669 -3.761 -0.248
C -3.786 -2.436 -0.654
C -2.653 -1.636 -0.720
N -1.416 -2.105 -0.486
C -2.823 -0.167 -0.932
C -3.438 0.374 -2.050
N -3.666 1.683 -2.160
C -3.259 2.448 -1.151
C -2.625 1.915 -0.037
N -2.423 0.606 0.077
C -4.864 -4.641 -0.132
C -4.795 -5.989 -0.465
C -5.941 -6.766 -0.379
N -7.125 -6.293 0.014
C -7.182 -5.003 0.349
C -6.093 -4.146 0.294
H 3.532 -5.331 0.428
H 2.761 -4.330 -1.747
H -0.167 -4.573 2.081
H -2.240 -5.249 0.366
H -4.753 -2.013 -0.897
H -3.767 -0.259 -2.870
H -3.421 3.517 -1.244
H -2.274 2.543 0.775
H -3.867 -6.427 -0.810
H -5.909 -7.819 -0.646
H -8.150 -4.635 0.681
H -6.200 -3.116 0.609
N -1.708 -0.583 2.732
C -0.358 -0.796 2.861
N 0.437 -1.068 1.864
C 1.752 -1.204 2.293
C 1.947 -1.076 3.622
S 0.447 -0.740 4.404
C 2.765 -1.418 1.249
C 4.095 -1.593 1.402
S 4.850 -1.695 -0.142
C 3.303 -1.454 -0.898
N 2.317 -1.373 -0.062
N 3.144 -1.435 -2.264
H -1.963 -0.154 1.843
H -2.167 -0.179 3.530
H 2.866 -1.134 4.188
H 4.679 -1.666 2.309
H 3.950 -1.190 -2.811
H 2.290 -0.984 -2.560
O 0.795 1.081 -0.471
Si 1.403 2.536 -0.405
C 1.321 3.425 -2.076
C 0.387 2.985 -3.022
C 0.273 3.588 -4.270
C 1.106 4.652 -4.602
C 2.053 5.097 -3.686
C 2.161 4.484 -2.441
C 3.217 2.690 0.119
C 4.237 2.261 -0.741
C 5.578 2.393 -0.404
C 5.934 2.953 0.818
C 4.942 3.385 1.690
C 3.601 3.260 1.339
C 0.427 3.555 0.861
C 0.218 4.935 0.777
C -0.550 5.608 1.721
C -1.121 4.913 2.782
C -0.916 3.542 2.896
C -0.155 2.875 1.942
H -0.237 2.136 -2.772
H -0.458 3.223 -4.986
H 1.027 5.122 -5.574
H 2.707 5.923 -3.944
H 2.918 4.834 -1.741
H 3.970 1.841 -1.710
H 6.348 2.060 -1.093
H 6.978 3.061 1.084
H 5.212 3.830 2.643
H 2.838 3.617 2.025
H 0.656 5.496 -0.046
H -0.708 6.677 1.630
H -1.719 5.437 3.516
H -1.349 2.994 3.728
H -0.004 1.798 2.021
*
```